[1]
Below is a molecular structure, C2H4Br2O2, with properties calculated with ωB97M-V/def2-TZVPD.

Geometry as XYZ:
```
10
Properties=species:S:1:pos:R:3:forces:R:3
C 0.612 -0.679 0.183 -0.2 0.5 -1.9
C -0.635 0.071 -0.314 -1.5 -2.2 1.5
O 1.692 0.006 0.598 0.0 2.9 0.1
O -0.443 1.245 -0.851 1.7 -0.7 0.2
Br 1.312 -1.880 -1.311 -0.7 0.3 0.2
Br -1.573 0.522 1.963 0.6 -0.3 -1.7
H 0.297 -1.303 0.947 -0.6 -1.7 1.0
H -1.549 -0.611 -0.659 2.2 1.7 0.8
H 1.560 0.990 0.449 0.3 -1.6 0.2
H -1.273 1.637 -1.005 -1.7 1.1 -0.6
```
Forces are in eV/Å.

Properties
- highest occupied orbital energy (eV) = -9.9
- E (Eh) = -5377.0654
- net charge = 0
- ΔE to the lowest compared entry with this formula, charge and spin (kcal per mole) = 26.6
- Kohn-Sham gap (eV) = 8.8
- E_LUMO (eV) = -1.0623


[2]
Below is a molecular structure, C4H6O2, with properties calculated with ωB97M-V/def2-TZVPD.

Geometry as XYZ:
```
12
Properties=species:S:1:pos:R:3:forces:R:3
O 1.275 -0.958 2.070 0.1 0.2 0.1
C 0.680 -0.210 1.150 -0.1 0.1 -0.1
C -0.189 -0.713 0.025 0.0 -0.2 0.0
C -0.262 0.811 -0.291 -0.2 0.3 -0.3
O -0.818 1.442 -1.154 0.3 -0.2 0.4
C 0.602 1.112 0.862 0.0 0.0 0.0
H 1.778 -0.392 2.674 -0.1 -0.1 0.0
H -1.706 -0.568 -3.362 0.0 0.0 0.0
H -1.135 -1.177 0.321 0.1 0.1 0.0
H 0.312 -1.325 -0.731 -0.1 0.1 0.1
H -1.544 -0.042 -2.858 0.0 -0.1 -0.1
H 1.008 2.020 1.292 0.0 -0.1 0.0
```
Forces are in eV/Å.

Properties
- highest occupied orbital energy (eV) = -9.6
- E (Eh) = -306.4140
- net charge = 0
- ΔE to the lowest compared entry with this formula, charge and spin (kcal per mole) = 57.9
- Kohn-Sham gap (eV) = 9.9
- E_LUMO (eV) = 0.3740


[3]
Below is C20H26N6O4 in the gas phase, with properties calculated with ωB97M-V/def2-TZVPD.

Geometry as XYZ:
```
56
Properties=species:S:1:pos:R:3:forces:R:3
C 6.303 3.226 2.646 -0.1 -0.4 -0.1
C 6.313 1.709 2.483 0.3 0.3 0.1
O 5.012 1.159 2.417 -0.2 -0.1 0.1
C 4.273 1.280 1.283 -0.3 -0.1 -0.1
C 4.733 1.808 0.070 0.1 -0.1 0.2
C 3.903 1.860 -1.030 -0.2 -0.1 0.0
C 2.596 1.388 -0.954 0.3 -0.1 0.7
N 1.750 1.429 -2.033 -0.1 0.1 -0.4
C 0.455 0.976 -2.052 0.3 0.2 0.0
O -0.213 1.064 -3.072 -0.2 -0.1 -0.2
C -0.023 0.410 -0.790 -0.1 0.0 0.3
C -1.435 -0.129 -0.846 0.1 -0.1 -0.2
C -2.224 0.160 0.384 -0.8 0.0 0.1
N -1.824 0.638 1.540 0.8 0.0 -0.6
N -2.900 0.711 2.312 -0.1 0.3 1.0
N -3.932 0.305 1.701 -1.1 -0.3 -0.2
N -3.563 -0.058 0.472 1.6 0.3 0.3
C -4.459 -0.587 -0.520 -0.8 -0.2 -0.3
C -5.614 -1.405 0.099 0.2 -0.1 -0.1
O -6.842 -0.733 0.104 -0.1 0.0 -0.1
C -6.966 0.264 1.096 -0.1 0.1 0.0
N -1.577 -1.555 -1.133 0.1 0.1 0.0
C -1.235 -1.984 -2.479 0.2 -0.1 -0.1
C 0.224 -2.427 -2.621 -0.2 0.2 -0.2
O 0.550 -3.425 -1.678 -0.1 -0.2 0.0
C 0.362 -2.945 -0.365 -0.1 0.1 0.2
C -1.089 -2.496 -0.138 0.2 -0.2 -0.1
C 0.774 0.373 0.300 -0.3 0.1 -0.4
C 2.120 0.854 0.259 0.5 0.2 -0.3
C 2.970 0.809 1.362 0.3 0.1 -0.1
H 5.741 3.496 3.536 0.0 0.0 0.1
H 7.322 3.589 2.748 0.1 0.1 0.0
H 5.839 3.709 1.789 0.0 0.1 -0.1
H 6.906 1.411 1.610 -0.1 0.0 0.1
H 6.753 1.245 3.370 0.0 0.0 -0.2
H 5.740 2.178 -0.028 0.1 0.0 0.0
H 4.269 2.270 -1.960 0.1 0.0 -0.1
H 2.089 1.833 -2.898 -0.2 -0.1 0.1
H -1.924 0.389 -1.686 0.1 -0.1 0.2
H -4.891 0.237 -1.099 0.0 -0.1 0.0
H -3.857 -1.213 -1.182 0.0 0.1 0.1
H -5.335 -1.713 1.117 0.0 -0.1 -0.1
H -5.783 -2.295 -0.512 0.1 0.1 0.1
H -6.258 1.084 0.944 0.0 0.0 0.0
H -6.800 -0.153 2.094 0.0 0.0 0.0
H -7.983 0.641 1.018 0.0 0.0 0.0
H -1.440 -1.176 -3.181 0.0 0.0 0.0
H -1.879 -2.841 -2.714 0.1 0.0 -0.1
H 0.391 -2.870 -3.604 0.0 0.1 0.0
H 0.898 -1.566 -2.497 0.0 -0.1 -0.1
H 0.605 -3.775 0.301 0.0 0.1 0.0
H 1.056 -2.114 -0.173 0.0 -0.2 0.0
H -1.187 -2.059 0.856 0.0 -0.1 0.1
H -1.735 -3.380 -0.199 0.1 0.0 0.1
H 0.401 -0.010 1.238 0.0 -0.1 0.1
H 2.619 0.404 2.298 -0.1 -0.1 0.1
```
Forces are in eV/Å.

Properties
- highest occupied orbital energy (eV) = -8.2
- E (Eh) = -1407.1648
- net charge = 0
- ΔE to the lowest compared entry with this formula, charge and spin (kcal per mole) = 71.6
- Kohn-Sham gap (eV) = 8.2
- SMILES = CCOc1ccc2[nH]c(=O)c([C@H](c3nnnn3CCOC)N3CCOCC3)cc2c1
- E_LUMO (eV) = -0.0163


[4]
Below is a molecular structure, C5H9NO, with properties calculated with ωB97M-V/def2-TZVPD.

Geometry as XYZ:
```
16
Properties=species:S:1:pos:R:3:forces:R:3
C 1.164 -1.158 -0.136 0.0 -0.1 0.1
C 0.576 0.043 0.352 -0.1 -0.2 -0.3
O 1.506 0.878 0.986 0.0 0.2 0.0
C -0.184 0.679 -0.830 0.0 -0.1 -0.2
N -1.353 1.114 -0.065 0.0 0.2 -0.1
C -2.036 -0.153 0.255 -0.1 -0.2 0.0
C -0.826 0.233 1.005 0.0 -0.1 0.4
H 2.222 -1.333 0.026 -0.1 0.1 -0.1
H 1.636 -0.219 -1.535 0.0 0.1 0.0
H 0.542 -2.015 -0.373 0.1 0.2 0.0
H 1.417 1.753 0.581 0.1 -0.1 0.1
H -0.450 0.023 -1.668 0.1 0.1 0.1
H 1.363 0.578 -1.689 0.0 -0.1 0.0
H -2.002 -0.955 -0.480 0.0 0.1 0.1
H -2.991 -0.035 0.763 0.2 0.0 -0.1
H -0.847 0.546 2.048 0.0 -0.1 -0.2
```
Forces are in eV/Å.

Properties
- highest occupied orbital energy (alpha / beta) (eV) = -8.4 / -8.4
- E (Eh) = -325.6407
- net charge = 0
- ΔE to the lowest compared entry with this formula, charge and spin (kcal per mole) = 186.3
- Kohn-Sham gap (alpha / beta) (eV) = 8.0 / 8.0
- E_LUMO (alpha / beta) (eV) = -0.3694 / -0.3642


[5]
Below is C6H7N in the gas phase, with properties calculated with ωB97M-V/def2-TZVPD.

Geometry as XYZ:
```
14
Properties=species:S:1:pos:R:3:forces:R:3
C 0.518 -1.368 -0.107 0.9 1.0 0.1
C -0.759 1.143 -0.276 1.3 -5.0 0.1
C 0.921 -0.119 0.105 -1.9 4.0 -0.2
C -1.365 -0.163 -0.384 0.3 3.7 1.0
C -2.141 0.709 0.466 -0.1 -1.6 0.6
C 2.071 0.763 -0.138 1.4 -0.4 -2.2
N -0.855 -1.379 -0.193 -1.1 -0.9 -1.0
H 1.235 -2.153 -0.333 -0.6 -0.3 0.2
H -2.247 0.345 1.512 0.2 0.6 -0.4
H -3.020 1.218 0.117 0.0 0.5 -0.3
H 3.006 0.323 0.276 -0.3 0.0 -0.8
H 2.088 1.008 -1.287 0.5 -0.9 1.9
H 2.069 1.765 0.237 -0.8 0.3 0.9
H -1.521 -2.094 0.006 0.3 -0.9 0.1
```
Forces are in eV/Å.

Properties
- highest occupied orbital energy (eV) = -8.2
- E (Eh) = -287.3217
- net charge = 0
- ΔE to the lowest compared entry with this formula, charge and spin (kcal per mole) = 166.6
- Kohn-Sham gap (eV) = 8.7
- E_LUMO (eV) = 0.5066


[6]
Below is 2 unconnected molecules or ions with the total composition C2H8NO2, with properties calculated with ωB97M-V/def2-TZVPD.

Geometry as XYZ:
```
13
Properties=species:S:1:pos:R:3:forces:R:3
C -1.878 -0.259 -0.331 2.1 -2.9 0.5
C 1.031 -0.112 -0.714 0.8 0.7 0.1
N 1.324 -0.591 0.725 -3.6 4.1 0.5
O -1.955 0.170 0.927 0.6 -0.8 -0.1
O 0.862 1.247 -0.586 0.0 -0.7 0.6
H -2.308 0.278 -1.099 -0.8 1.2 -1.4
H -1.419 -1.269 -0.553 -1.0 1.4 0.7
H 1.831 -0.365 -1.443 -0.7 -0.4 0.6
H 0.703 0.176 1.261 1.9 -1.6 -1.1
H 2.188 -0.650 1.200 2.0 0.4 0.0
H 0.826 -1.371 1.028 -1.1 -2.4 -0.2
H -2.381 1.018 0.935 -0.4 0.9 0.2
H 1.176 1.728 -1.350 0.2 0.2 -0.5
```
Forces are in eV/Å.

Properties
- highest occupied orbital energy (alpha / beta) (eV) = -13.4 / -11.4
- E (Eh) = -285.8123
- net charge = +1
- ΔE to the lowest compared entry with this formula, charge and spin (kcal per mole) = 129.4
- Kohn-Sham gap (alpha / beta) (eV) = 10.0 / 6.3
- E_LUMO (alpha / beta) (eV) = -3.3907 / -5.0124


Number 1: strongest force on any atom 3.04 eV/A. Number 2: strongest force on any atom 0.56 eV/A. Number 3: strongest force on any atom 1.66 eV/A. Number 4: strongest force on any atom 0.45 eV/A. Number 5: strongest force on any atom 5.21 eV/A. Number 6: strongest force on any atom 5.45 eV/A.